{
  "formula": "H4S4",
  "method": "ωB97M-V/def2-TZVPD",
  "elements": ["S", "S", "H", "H", "S", "S", "H", "H"],
  "positions_angstrom": [[-0.424, 0.784, -1.669], [-2.293, 0.091, -2.411], [0.213, 0.716, -2.840], [-1.787, -0.236, -3.604], [2.011, 0.238, 2.521], [0.506, -1.031, 1.864], [2.697, -0.739, 3.127], [0.490, -0.686, 0.569]],
  "atomic_forces_ev_per_a": [[-0.2, -0.1, 0.0], [0.3, 0.2, 0.1], [0.0, 0.1, 0.0], [-0.1, -0.1, -0.1], [-0.2, -0.1, 0.0], [-0.3, 0.0, 0.2], [0.2, 0.0, -0.1], [0.3, 0.0, -0.1]],
  "lowdin_charge": [0.238, 0.243, -0.207, -0.215, 0.221, 0.219, -0.217, -0.282],
  "lumo_energy_ha": -0.00095,
  "gap_ev": 8.78,
  "de_lowest_ev": 0.435,
  "mol_weight_da": 132.300,
  "smiles": "SS.SS"
}